Molecular formula: C42H80N6O4P2S
Method: DFT, ωB97M-V with the def2-TZVPD basis set

Geometry (Å):
C -1.809 3.440 1.276
C -1.744 2.863 -0.133
P -1.321 1.064 -0.089
C -1.353 0.522 -1.846
C 0.412 0.983 0.582
C 1.632 0.809 -0.342
C 2.186 2.216 -0.623
C 1.772 2.863 -1.754
C 2.268 4.136 -1.931
C 3.129 4.622 -0.983
N 3.521 4.011 0.119
C 3.040 2.784 0.284
C 2.595 -0.239 0.320
C 2.462 -1.582 -0.439
C 3.102 -2.737 0.297
O 2.163 -3.340 1.199
C 3.629 -3.831 -0.649
N 2.565 -4.613 -1.295
C 1.806 -0.535 1.581
N 0.681 0.054 1.712
P -0.330 -0.294 3.128
S -1.552 -1.728 2.734
H -0.815 3.562 1.719
H -2.363 2.782 1.946
H -2.289 4.415 1.308
H -1.047 3.400 -0.782
H -2.734 2.899 -0.591
H -0.959 1.286 -2.521
H -0.842 -0.429 -1.982
H -2.404 0.401 -2.110
H 0.564 1.977 1.017
H 1.452 0.424 -1.347
H 1.088 2.412 -2.459
H 1.997 4.716 -2.798
H 3.534 5.617 -1.154
H 3.337 2.257 1.187
H 3.610 0.069 0.562
H 1.424 -1.762 -0.726
H 3.006 -1.458 -1.380
H 3.978 -2.410 0.872
H 2.592 -4.137 1.530
H 4.196 -4.520 -0.016
H 4.264 -3.414 -1.434
H 1.644 -4.242 -1.117
H 2.605 -5.584 -1.030
H 2.193 -1.266 2.285
H -0.996 0.887 3.499
H 0.544 -0.712 4.150
C -4.328 -3.062 -6.600
C -3.746 -2.647 -5.234
C -3.182 -3.866 -4.496
C -4.255 -4.766 -3.893
C -5.184 -3.953 -2.994
C -5.802 -2.753 -3.714
N -4.772 -1.924 -4.420
O -4.156 -1.198 -3.537
C -6.880 -3.262 -4.697
C -6.582 -1.906 -2.708
C -2.575 -1.737 -5.604
H -4.455 -2.192 -7.245
H -3.651 -3.752 -7.103
H -5.290 -3.561 -6.554
H -2.521 -3.530 -3.689
H -2.555 -4.447 -5.175
H -4.816 -5.270 -4.684
H -3.782 -5.556 -3.305
H -5.979 -4.596 -2.612
H -4.620 -3.611 -2.120
H -7.176 -2.479 -5.397
H -7.774 -3.564 -4.152
H -6.577 -4.142 -5.260
H -5.963 -1.574 -1.875
H -7.397 -2.491 -2.286
H -7.014 -1.027 -3.190
H -2.923 -0.822 -6.086
H -1.919 -2.254 -6.305
H -1.970 -1.459 -4.741
C -4.747 4.332 6.961
C -4.594 4.806 5.502
C -5.719 5.776 5.128
C -7.060 5.092 4.884
C -6.909 3.988 3.840
C -5.824 2.973 4.205
N -4.530 3.636 4.571
O -3.942 4.015 3.475
C -6.341 2.082 5.355
C -5.623 2.004 3.039
C -3.281 5.590 5.515
H -3.817 3.894 7.325
H -4.990 5.176 7.606
H -5.526 3.593 7.122
H -5.442 6.324 4.221
H -5.828 6.528 5.912
H -7.460 4.695 5.820
H -7.786 5.827 4.531
H -7.862 3.470 3.713
H -6.678 4.447 2.873
H -5.529 1.510 5.807
H -7.070 1.365 4.978
H -6.860 2.634 6.136
H -5.371 2.515 2.110
H -6.543 1.449 2.857
H -4.835 1.281 3.262
H -2.432 4.936 5.722
H -3.317 6.347 6.298
H -3.091 6.107 4.576
C 8.241 -0.411 -2.318
C 7.864 -0.433 -0.823
C 9.096 -0.155 0.047
C 10.052 -1.342 0.150
C 9.305 -2.585 0.629
C 8.094 -2.916 -0.244
N 7.206 -1.726 -0.463
O 6.489 -1.542 0.608
C 8.592 -3.495 -1.587
C 7.306 -4.057 0.390
C 6.906 0.750 -0.677
H 7.349 -0.310 -2.940
H 8.890 0.439 -2.529
H 8.769 -1.291 -2.669
H 8.775 0.119 1.057
H 9.631 0.713 -0.344
H 10.538 -1.522 -0.812
H 10.851 -1.106 0.856
H 9.984 -3.439 0.647
H 8.984 -2.426 1.664
H 7.791 -3.522 -2.327
H 8.940 -4.518 -1.450
H 9.441 -2.958 -2.006
H 6.987 -3.831 1.407
H 7.910 -4.962 0.449
H 6.423 -4.282 -0.211
H 5.982 0.581 -1.235
H 7.373 1.650 -1.074
H 6.645 0.954 0.361

* spin multiplicity: 4
* HOMO energy (alpha / beta): -10.20 / -10.73 eV
* E_LUMO (alpha / beta): -0.124 / -0.124 Eh
* charge: +1
* E_tot: -3358.26354 hartree
* F_max: 3.1 eV/A
* gap between HOMO and LUMO (alpha / beta): 6.822 / 7.354 eV

Here are the Löwdin charges for atoms 1 to 5, given in e: number 1, C, carries -0.17; number 2, C, carries -0.41; number 3, P, carries 0.98; number 4, C, carries -0.27; number 5, C, carries -0.38